The ion C4H12N3 with charge +1. Source: the Open Molecules 2025 dataset; level of theory: ωB97M-V/def2-TZVPD.

Cartesian coordinates (Å):
C: -0.09730 1.20238 0.77136
C: -1.17750 0.12951 0.76215
C: 0.55335 0.78379 -0.57466
C: -1.30597 -0.71804 1.95895
N: 0.31868 -0.66794 -0.37869
N: 1.87011 1.08465 -1.02333
N: 0.39566 -1.36786 -1.67678
H: -0.62161 2.14212 0.75826
H: 0.60770 1.01702 1.45861
H: -1.82216 0.27890 0.02510
H: -0.31550 1.03547 -1.28648
H: -2.41431 -0.64616 2.39116
H: -0.74906 -0.60499 2.88439
H: -1.30555 -1.87454 1.66672
H: 2.04647 1.80062 -1.70579
H: 2.58313 0.97834 -0.36864
H: 0.71792 -2.26792 -1.33651
H: 1.21270 -0.98063 -2.24972
H: -0.49676 -1.32471 -2.07611

Atoms 1-6, force components in eV/Å:
C -2.433 -0.587 -3.011
C 6.508 -1.152 2.429
C -2.547 -0.384 -1.336
C -4.143 -3.239 0.465
N 0.006 1.343 1.766
N -1.780 -0.310 -1.244

Summary:
Electronic energy   -8802.1639 eV
HOMO level   -13.316 eV
LUMO   -3.8 eV
Relative energy (zero: lowest compared OMol25 entry of this formula, charge and spin)   128.5 kcal/mol
Frontier orbital gap   9.6 eV
Total charge   +1
F_max   7.0 eV Å⁻¹

***

A cluster of 2 separate species, C4H12N3 in total. Source: the Open Molecules 2025 dataset; level of theory: ωB97M-V/def2-TZVPD.

Cartesian coordinates (Å):
C: -2.24638 1.67528 -0.54229
C: -1.59891 0.06390 0.02297
C: 0.25683 -1.59910 0.35504
C: -0.23703 -0.22317 0.37925
N: -2.60458 -0.78995 0.19545
N: 0.67906 0.75631 0.25602
N: 3.19381 0.53903 -0.08086
H: -3.32003 1.54335 -0.56926
H: -1.64224 2.39991 -1.04138
H: 0.82107 -2.02092 1.15950
H: 0.89775 -1.53986 -0.53196
H: -0.54345 -2.22549 0.12899
H: -2.78760 -1.47021 0.85308
H: -3.48850 -0.45811 -0.23144
H: 1.71654 0.57084 0.21464
H: 0.37409 1.68071 0.08555
H: 3.18428 -0.33546 -0.70067
H: 3.58583 1.22852 -0.57967
H: 3.75946 0.20443 0.62704

Atoms 1-6, force components in eV/Å:
C 1.303 -4.758 1.552
C 0.115 3.298 0.064
C 0.969 0.337 -0.812
C -0.843 2.501 -1.105
N -1.781 2.532 -2.623
N -1.734 -1.453 0.646

Summary:
Electronic energy   -8802.6268 eV
HOMO level (alpha / beta)   -11.556 / -14.771 eV
LUMO (alpha / beta)   -2.6 / -5.2 eV
2S+1   3
Relative energy (zero: lowest compared OMol25 entry of this formula, charge and spin)   0.0 kcal/mol
Frontier orbital gap (alpha / beta)   8.9 / 9.5 eV
Expectation value of S²   2.012
Total charge   +1
F_max   5.7 eV Å⁻¹